No. 1
Computed, not measured: 2 unconnected molecules or ions with the total composition CH6NO, with ωB97M-V/def2-TZVPD.

Summary:
energy above the lowest of the compared OMol25 structures with the same formula, charge and spin	10.47	kcal per mole
Kohn-Sham gap	6.6	eV

Structure (ORCA input):
```
! wB97M-V def2-TZVPD RIJCOSX def2/J DEFGRID3
* xyz -1 1
O -1.19890 0.69331 1.61267
H -0.38918 0.70007 2.07061
C 1.24962 -0.46330 -1.00287
N -0.13988 -0.34323 -0.67015
H 1.52019 -1.36492 -1.60113
H 1.91172 -0.57562 -0.11978
H 1.68283 0.41284 -1.52307
H -0.79306 0.41904 0.72109
H -0.56952 0.31257 -1.31368
*
```



No. 2
Computed, not measured: C2H5BrS in the gas phase, with ωB97M-V/def2-TZVPD.

Summary:
energy above the lowest of the compared OMol25 structures with the same formula, charge and spin	46.27	kcal per mole
<S²>	2.01
Kohn-Sham gap (alpha / beta)	6.2 / 6.8	eV

Structure (ORCA input):
```
! wB97M-V def2-TZVPD RIJCOSX def2/J DEFGRID3
* xyz 0 3
C -0.46810 -0.90598 -0.20623
C 0.31685 0.10049 0.50108
S -0.12268 2.12655 0.27851
Br 2.10937 -0.26804 0.18717
H 0.12559 -1.70728 -0.58695
H -1.27308 -1.35812 0.47176
H -0.85357 -0.47944 -1.05563
H 0.06006 0.12902 1.50551
H 0.10555 2.36280 -1.09523
*
```



No. 3
Computed, not measured: C6H5N3O2 in the gas phase, with ωB97M-V/def2-TZVPD.

Summary:
energy above the lowest of the compared OMol25 structures with the same formula, charge and spin	175.69	kcal per mole
Kohn-Sham gap (alpha / beta)	5.6 / 5.4	eV

Structure (ORCA input):
```
! wB97M-V def2-TZVPD RIJCOSX def2/J DEFGRID3
* xyz 0 1
C 1.94800 -0.14531 -1.02499
C 2.80563 -1.15895 -0.63004
C 1.05075 0.02686 0.06576
C -1.03667 1.64373 0.36767
C -2.39874 1.37558 0.11993
C 0.04567 0.89004 0.25615
N 2.49676 -1.62074 0.57861
N -2.65656 -1.05892 0.15648
N 1.48797 -0.89144 1.01198
O -3.03489 0.27629 -0.22632
O -3.32314 -1.88813 -0.38737
H 1.94208 0.40817 -1.94089
H 3.62258 -1.59086 -1.17370
H -0.87551 2.66748 0.70109
H -3.08832 2.19796 0.25649
H 1.01436 -1.13178 1.86914
*
```



No. 4
Computed, not measured: 2 unconnected molecules or ions with the total composition CH3N2O2, with ωB97M-V/def2-TZVPD.

Summary:
energy above the lowest of the compared OMol25 structures with the same formula, charge and spin	146.97	kcal per mole
Kohn-Sham gap (alpha / beta)	8.0 / 8.4	eV

Structure (ORCA input):
```
! wB97M-V def2-TZVPD RIJCOSX def2/J DEFGRID3
* xyz -1 1
C -1.52421 0.01261 0.20627
N 0.81318 -0.63387 0.63283
N 1.58267 -0.05471 -0.19475
O 2.84319 -0.33736 0.06354
O 1.24696 0.66374 -1.13988
H -1.80279 -0.60208 -0.53491
H -1.16825 1.01018 -0.26649
H -1.99075 -0.05850 1.23339
*
```



No. 5
Computed, not measured: a molecular structure, C35H44BrFGdN3O3SSi, with ωB97M-V/def2-TZVPD.

Summary:
energy above the lowest of the compared OMol25 structures with the same formula, charge and spin	0.00	kcal per mole
<S²>	16.05
Kohn-Sham gap (alpha / beta)	7.9 / 4.9	eV

Structure (ORCA input):
```
! wB97M-V def2-TZVPD RIJCOSX def2/J DEFGRID3
* xyz 0 8
Gd 1.27094 -0.25924 -0.09393
C -5.06362 -3.01420 3.82493
C -4.72692 -1.56637 4.21514
C -6.02970 -0.69218 4.20107
C -4.24402 -1.60421 5.70816
C -3.63155 -1.00437 3.26474
C -2.47369 -1.72178 3.09567
C -1.47423 -1.20012 2.32835
Br 0.20701 -2.16718 2.37607
C -1.58903 -0.05661 1.50983
O -0.53707 0.39435 0.85694
C -2.87725 0.62681 1.49441
C -3.81284 0.13350 2.42008
C -3.23166 1.87983 0.63636
C -2.99408 1.38120 -0.82769
C -2.25638 3.05333 0.95224
C -4.72024 2.33251 0.81554
H -5.96752 -3.33958 4.33602
H -4.17658 -3.65373 4.07753
H -5.23752 -3.14325 2.73598
H -6.80631 -1.24913 4.70747
H -6.39967 -0.50982 3.17354
H -5.83881 0.23089 4.75208
H -5.09015 -1.94787 6.28289
H -3.98575 -0.56430 6.02463
H -3.36321 -2.24023 5.85615
H -2.27778 -2.66974 3.57494
H -4.73600 0.74105 2.54420
H -2.02656 0.83617 -0.79233
H -2.92974 2.18110 -1.61081
H -3.80509 0.65886 -1.14568
H -1.28231 2.60518 0.94393
H -2.39094 3.48123 1.96865
H -2.42891 3.85774 0.19869
H -5.37038 1.52916 0.48370
H -4.83335 3.27133 0.21767
H -4.98648 2.53266 1.84518
C 0.06217 5.08207 -6.39853
C 0.66252 4.01240 -5.53678
C 1.85921 3.32484 -5.91244
C 2.32488 2.26092 -5.16985
C 1.70540 1.98384 -3.96247
C 0.67072 2.77469 -3.45135
C 0.14047 3.77593 -4.25312
S 2.37695 0.64212 -2.96479
O 2.83192 1.06827 -1.64026
O 3.22549 -0.13235 -3.81097
N 1.02527 -0.17242 -2.49525
C 0.63188 -1.40788 -2.75791
C 0.41154 -1.95666 -4.08304
C -0.44560 -3.01979 -4.15095
C -0.89954 -3.65318 -2.97444
C -0.42040 -3.20588 -1.74626
N 0.37337 -2.12837 -1.63376
H -0.88974 4.75138 -6.80817
H 0.65948 5.41443 -7.23678
H -0.15107 5.95631 -5.72029
H 2.39241 3.55823 -6.84681
H 3.20836 1.70863 -5.48764
H 0.32123 2.64951 -2.43229
H -0.62635 4.47396 -3.83023
H 0.86230 -1.41730 -4.88053
H -0.83689 -3.36574 -5.11343
H -1.60688 -4.50680 -3.01148
H -0.58150 -3.81236 -0.87294
C 5.32066 -3.06894 1.47576
Si 4.33063 -2.20425 0.07082
C 3.09831 -3.40623 -0.67356
C 5.48380 -1.55196 -1.25249
N 3.36322 -0.85167 0.67915
C 3.95063 0.14137 1.41496
C 5.35516 0.24713 1.76313
C 5.75303 0.87093 2.94151
C 4.82562 1.59769 3.73126
C 3.51812 1.78620 3.27009
C 3.13172 1.11386 2.10173
F 1.83778 1.43742 1.61457
H 5.08541 -4.16699 1.48295
H 5.04674 -2.65046 2.45063
H 6.37094 -2.96522 1.19835
H 3.34411 -4.49174 -0.50764
H 2.95105 -3.18105 -1.71409
H 2.12807 -3.29004 -0.14251
H 5.58021 -2.21892 -2.11817
H 6.51618 -1.28874 -0.84364
H 5.14278 -0.53001 -1.61313
H 6.06157 -0.33870 1.19692
H 6.75694 0.75898 3.29496
H 5.09152 2.04583 4.71643
H 2.78558 2.42368 3.69239
*
```



No. 6
Computed, not measured: C23H23N7O4 in the gas phase, with ωB97M-V/def2-TZVPD.

Summary:
Kohn-Sham gap	7.5	eV

Structure (ORCA input):
```
! wB97M-V def2-TZVPD RIJCOSX def2/J DEFGRID3
* xyz 0 1
C -4.35779 0.91212 2.17495
C -4.08597 -0.38540 1.75248
C -2.76552 -0.88731 1.75959
C -2.46055 -2.23543 1.45002
C -1.15641 -2.70535 1.46872
C -0.09646 -1.83430 1.80757
C -0.34468 -0.47209 1.95205
C 0.76618 0.55723 2.04069
C 2.07867 0.21925 1.30014
C 2.67907 1.21880 0.33673
C 3.78595 0.44600 -0.38984
C 5.03977 0.48128 0.46500
C 4.71063 0.08011 1.88580
N 3.25569 -0.45096 2.04302
C 3.39076 -1.71218 0.87758
C 3.41011 -1.04564 -0.48957
C -1.68635 0.00796 2.08923
C -1.99384 1.30538 2.56252
C -3.30893 1.74686 2.60866
H -5.38197 1.27932 2.16881
H -4.87898 -1.04989 1.41000
H -3.28774 -2.90212 1.21575
H -0.94122 -3.74454 1.22614
H 0.89980 -2.24952 1.98894
H 0.41758 1.52262 1.62342
H 0.93435 0.76904 3.09963
H 1.71970 -0.58224 0.65322
H 1.90873 1.52644 -0.37424
H 3.08119 2.10610 0.84169
H 3.99013 0.86403 -1.38363
H 5.79853 -0.18931 0.05344
H 5.49369 1.46983 0.48444
H 5.32056 -0.79987 2.14811
H 4.90051 0.89746 2.58763
H 4.32690 -2.22413 1.11140
H 2.55029 -2.39395 1.05471
H 2.44861 -1.14951 -1.00461
H 4.16779 -1.54419 -1.09866
H -1.18191 1.95919 2.89332
H -3.52596 2.75117 2.97270
O 5.96513 1.89850 6.92664
N 5.86783 0.69700 6.62211
O 6.52228 -0.19345 7.21623
C 4.98117 0.24595 5.55505
C 4.86424 -1.09364 5.16260
C 3.98772 -1.50709 4.16933
N 3.77424 -2.92118 3.96511
O 4.47581 -3.74412 4.59266
O 2.88500 -3.26865 3.14485
C 3.02910 -0.63060 3.41853
N 3.08958 0.67973 4.12993
N 2.29225 1.77503 3.86589
N 2.85674 2.82659 4.34836
N 4.01247 2.50453 4.95941
C 4.09368 1.15837 4.93463
H 5.48830 -1.84240 5.64194
H 2.01836 -0.97802 3.63793
*
```



Number 1: strongest force on any atom 2.01 eV/Å. Number 2: strongest force on any atom 3.71 eV/Å. Number 3: strongest force on any atom 3.22 eV/Å. Number 4: strongest force on any atom 4.94 eV/Å. Number 5: strongest force on any atom 3.11 eV/Å. Number 6: strongest force on any atom 5.02 eV/Å.